Record 1
This record from the OMol25 dataset describes 4 unconnected molecules or ions with the total composition C40H49N3O8 at a distorted geometry. The level of theory is ωB97M-V with the def2-TZVPD basis set.

The geometry in XYZ format:
```
100
Properties=species:S:1:pos:R:3
C 3.17855 -5.26023 -0.24025
C 1.83011 -5.16409 -1.14532
C 0.55942 -4.94041 -0.17073
C -0.63265 -4.11993 -0.90487
C -1.93526 -4.17706 0.09435
C -3.23739 -4.12594 -0.85779
C -4.30012 -3.07344 -0.20466
C -4.66477 -1.89209 -1.27218
C -3.40968 -0.87960 -1.37441
C -3.86176 0.69638 -1.42140
C -5.03601 0.78190 -2.50744
N -5.87176 0.88765 -3.37610
N -4.25906 1.04152 -0.03125
C -5.18857 1.99395 0.02897
C -6.78196 1.71978 0.17981
C -4.77487 3.57490 0.00733
C -2.58557 1.50403 -1.99554
C -2.96666 2.89470 -2.73198
N -3.28913 4.04994 -2.93958
C -1.38417 1.67942 -0.91541
C -0.01705 1.87692 -1.79934
C 0.77502 3.23219 -1.42948
C 2.12291 2.97850 -0.56960
O 2.48892 1.80528 -0.22951
O 2.84857 4.16594 -0.19698
C 4.23853 4.10055 -0.62747
C 5.12440 4.69187 0.61916
H 3.27604 -6.35094 0.09523
H 3.12408 -4.58762 0.68437
H 4.08329 -5.01719 -0.90958
H 1.65458 -6.15274 -1.69688
H 1.89430 -4.26248 -1.86925
H 0.09578 -5.95517 0.13688
H 0.83496 -4.34582 0.77659
H -0.91145 -4.59746 -1.92568
H -0.40705 -3.00042 -1.03975
H -1.82164 -3.27558 0.79796
H -1.93548 -5.14771 0.72007
H -3.74131 -5.15282 -0.99681
H -2.93465 -3.68232 -1.87254
H -3.88782 -2.57641 0.74071
H -5.30539 -3.59032 0.06242
H -4.83768 -2.33799 -2.33098
H -5.61702 -1.38815 -0.85262
H -2.72000 -0.95976 -0.44220
H -2.71998 -1.15362 -2.26996
H -7.18115 2.03808 1.20943
H -7.01946 0.61891 -0.08012
H -7.32348 2.34654 -0.63705
H -5.11170 4.01268 1.01970
H -3.61582 3.56903 -0.03219
H -5.19285 4.13118 -0.90109
H -2.13597 0.83968 -2.83721
H -1.23859 0.70443 -0.30226
H -1.52606 2.56939 -0.21159
H -0.30890 1.97650 -2.92074
H 0.63519 0.92536 -1.73772
H 0.06938 3.94206 -0.84515
H 1.12492 3.69807 -2.43149
H 4.45521 4.79124 -1.53508
H 4.61953 3.04313 -0.85335
H 4.43077 5.16673 1.40973
H 5.64650 3.79709 1.11194
H 5.83438 5.52011 0.26903
O 4.25421 1.15228 6.09643
C 3.41175 1.59661 5.33761
C 3.57680 1.50909 3.87145
C 2.65432 1.99765 3.04138
C 1.42845 2.64559 3.55155
O 0.58529 3.08971 2.79040
C 1.26281 2.73385 5.01698
C 2.18516 2.24459 5.84719
H 4.48042 1.03071 3.51401
H 2.75866 1.94308 1.96474
H 0.36029 3.21148 5.37417
H 2.07992 2.29913 6.92345
O 1.22855 5.45150 5.26121
C 0.68392 6.31154 4.58626
C 0.40531 6.10624 3.14911
C -0.18790 7.05128 2.41731
C -0.59314 8.34217 3.01121
O -1.13603 9.20296 2.34326
C -0.31454 8.54783 4.44798
C 0.27835 7.60366 5.17990
H 0.70683 5.15688 2.72920
H -0.39872 6.91782 1.36350
H -0.61687 9.49937 4.86773
H 0.48913 7.73773 6.23369
O 6.10188 -10.15234 -4.24673
C 5.10511 -9.45434 -4.22494
C 3.85332 -9.92306 -3.59386
C 2.76073 -9.15818 -3.57239
C 2.75529 -7.80926 -4.17693
O 1.75828 -7.11102 -4.15506
C 4.00693 -7.34053 -4.80793
C 5.09957 -8.10534 -4.82945
H 3.87428 -10.91298 -3.15506
H 1.83536 -9.48585 -3.11519
H 3.98591 -6.35057 -5.24669
H 6.02488 -7.77762 -5.28662
```

Computed properties:
HOMO-LUMO gap: 6.755 eV
Structure (SMILES): CCCCCCCCC[C@@](C#N)(N=C(C)C)[C@@H](C#N)CCCC(=O)OCC.O=C1C=CC(=O)C=C1.O=C1C=CC(=O)C=C1.O=C1C=CC(=O)C=C1
Maximum force: 0.1325 Eh/bohr
DFT total energy: -63112.4816 eV
Charge: 0

***

Record 2
This record from the OMol25 dataset describes a molecular structure, C40H50As2BrIN4O5PTi at a distorted geometry. The level of theory is ωB97M-V with the def2-TZVPD basis set.

The geometry in XYZ format:
```
105
Properties=species:S:1:pos:R:3
Ti 11.65258 12.98665 10.02566
N 10.59006 14.66045 10.63892
C 10.74810 15.53852 9.49201
C 11.49738 16.68690 9.62644
C 11.24921 17.73951 8.75021
C 10.28493 17.63438 7.76470
C 9.79340 16.36790 7.44834
C 10.11462 15.24457 8.26608
C 9.93903 13.89543 7.79541
C 9.18824 13.68447 6.63503
C 9.02450 12.36084 6.14946
C 9.63403 11.28712 6.76087
C 10.39950 11.53733 7.93109
C 10.55194 12.79764 8.43913
H 11.04456 15.09021 11.48769
H 9.62559 14.52991 10.84473
H 12.40626 16.62436 10.19101
H 11.72077 18.65460 8.99800
H 10.05242 18.54421 7.20218
H 9.08244 16.26016 6.62668
H 8.64086 14.48822 6.21652
H 8.36335 12.21425 5.29116
H 9.65752 10.24896 6.32162
H 10.92234 10.72665 8.46327
C 16.55846 7.59188 15.51454
As 15.52726 9.08392 14.59138
C 14.69321 7.89672 13.17251
C 14.02411 9.08965 15.77652
C 13.52620 7.92817 16.38895
C 12.36060 8.01646 17.17730
C 11.81059 9.23635 17.40781
C 12.29592 10.43076 16.85158
C 13.41548 10.35955 16.00444
As 14.23646 11.85818 14.96479
C 15.38454 12.58030 16.39848
C 12.76565 13.21706 15.25263
H 16.07004 6.62416 15.37031
H 16.60052 7.80296 16.60647
H 17.56549 7.50002 15.09605
H 14.47291 6.88162 13.60100
H 15.34802 7.80614 12.27959
H 13.72959 8.30132 12.81228
H 14.10475 6.99797 16.20568
H 11.84517 7.08740 17.51607
H 10.91734 9.32638 18.04305
H 11.76761 11.37217 17.03643
H 14.92249 12.44474 17.38906
H 15.48337 13.66816 16.16829
H 16.37443 12.15709 16.38221
H 12.59760 13.37349 16.30231
H 11.82393 12.87353 14.70946
H 13.12473 14.17260 14.85427
N 8.62803 11.25524 10.44505
C 9.38783 11.70433 11.46004
O 10.68550 11.87295 11.32198
C 8.70871 11.99146 12.74748
C 7.39777 12.40356 12.68264
N 6.27019 12.66014 12.57656
C 9.33806 11.68671 13.96048
N 9.82917 11.33512 14.95292
H 9.02016 11.06215 9.50777
H 7.60358 11.24779 10.65118
Br 10.51940 17.55694 14.85497
C 11.95510 18.77263 15.04661
C 11.80483 19.74240 15.99667
C 12.55112 20.91214 15.93949
C 13.54690 21.05504 15.03579
C 13.80334 20.02487 14.11821
C 13.04273 18.85322 14.10929
I 13.59070 17.17393 12.90407
H 10.99993 19.64756 16.72588
H 12.30218 21.70107 16.67538
H 14.10501 21.96391 14.92172
H 14.59336 20.13686 13.39193
C 17.76915 13.13740 10.39307
C 16.39501 13.78196 10.41752
C 15.98882 14.07463 11.85865
C 16.18302 14.88107 9.36948
O 15.45765 12.59992 10.07420
P 14.17234 12.54796 9.21364
O 13.28040 13.86452 9.26893
O 13.12057 11.55903 9.82421
O 14.48177 12.18263 7.76050
C 14.94904 10.70342 7.21795
C 16.41643 10.87862 6.90741
C 14.08865 10.49487 5.97152
C 14.71538 9.74804 8.38314
H 18.48740 13.81749 10.76218
H 18.17878 12.84359 9.39643
H 17.73062 12.21025 10.99655
H 16.62666 14.81825 12.28728
H 16.06425 13.16516 12.44482
H 14.96614 14.40320 11.88178
H 16.86580 15.70095 9.53912
H 15.17198 15.26382 9.34812
H 16.44468 14.47805 8.39138
H 16.48662 11.80902 6.32620
H 16.81242 10.10154 6.19919
H 17.10499 10.90495 7.74641
H 14.46542 11.11891 5.13121
H 13.00171 10.63094 6.13104
H 14.20332 9.46124 5.62712
H 15.43561 9.86999 9.17859
H 14.80532 8.75100 8.00797
H 13.72393 9.79932 8.74943
```

Computed properties:
HOMO-LUMO gap (spin up / spin down): 7.147 / 7.463 eV
Multiplicity: 2
Expectation value of S²: 0.75
Maximum force: 0.0831 Eh/bohr
DFT total energy: -290715.5236 eV
Charge: 0
Energy relative to the best compared isomer or geometry (same formula, charge and spin): 0.00 kcal/mol